{"formula": "CHNO2", "method": "ωB97M-V/def2-TZVPD", "symbols": ["C", "N", "O", "O", "H"], "xyz": [[-0.348645, 0.731807, 0.449927], [-0.038638, -1.137264, -1.017139], [0.644663, 0.981588, 1.070353], [1.079125, -1.372100, -1.240194], [-1.336505, 0.795969, 0.737053]], "forces_ev_per_a": [[4.86, -0.06, -0.20], [2.00, -0.52, -0.48], [-1.94, -0.35, -0.93], [-2.18, 0.66, 0.59], [-2.73, 0.26, 1.02]], "gap_ev": [8.097, 8.127], "total_energy_ha": -243.77658, "lumo_energy_ev": [-0.07, -0.54], "de_lowest_kj_mol": 178.9}

---

{"formula": "C4H11N5", "method": "ωB97M-V/def2-TZVPD", "symbols": ["C", "C", "N", "C", "C", "N", "N", "N", "N", "H", "H", "H", "H", "H", "H", "H", "H", "H", "H", "H"], "xyz": [[0.077184, 0.426184, 0.468522], [-2.097533, -0.537158, -1.520345], [-2.145539, -0.277646, -0.096755], [0.167913, -0.973354, 0.421496], [1.914265, 1.023760, 0.721307], [-2.648511, -1.409623, 0.518981], [2.190919, 2.284656, 0.385003], [0.395933, -2.115613, 0.442292], [2.850001, 0.104361, 0.517934], [-2.703566, -1.258107, 1.518742], [-2.099741, -2.262639, 0.338097], [3.043971, 2.580669, -0.083243], [1.504297, 3.000708, 0.551333], [2.601135, -0.866680, 0.651994], [3.734869, 0.287672, 0.052183], [-0.429806, 0.855117, 1.317124], [-0.076625, 0.938037, -0.469266], [-3.108472, -0.710777, -1.914503], [-1.491559, -1.422736, -1.789186], [-1.679137, 0.333169, -2.031712]], "forces_ev_per_a": [[1.29, 0.68, -0.12], [0.17, -0.08, -0.17], [-1.24, -0.59, -0.08], [0.44, -0.82, 0.09], [-0.90, -0.28, 0.90], [0.42, 0.26, -0.07], [0.12, 0.56, -0.37], [-0.12, 0.61, -0.06], [0.46, -0.46, -0.25], [0.02, 0.01, -0.06], [-0.16, 0.24, -0.09], [-0.20, -0.15, -0.01], [0.12, -0.08, 0.04], [0.04, 0.12, 0.01], [-0.24, 0.01, -0.02], [-0.03, -0.04, -0.01], [-0.19, -0.09, -0.05], [0.10, 0.04, 0.13], [-0.08, 0.11, 0.12], [-0.02, -0.05, 0.05]], "gap_ev": [5.896, 7.778], "total_energy_ha": -432.60686, "lumo_energy_ev": [0.44, 0.47], "de_lowest_kj_mol": 455.2}